[1]
Here is a 6-piece molecular cluster, C35H53BrClN4O16 overall at a distorted geometry from the OMol25 dataset. Energies are from the ωB97M-V functional and the def2-TZVPD basis.

Last column: Mulliken charge in e.
Cartesian coordinates (Å):
C (4.161, -3.902, -4.119)  -1.3205
C (4.463, -4.061, -2.636)  -0.3033
C (4.902, -2.731, -1.994)  -0.6899
Br (6.645, -2.901, -1.168)  -0.0388
N (3.900, -2.227, -1.047)  0.1523
C (3.777, -2.848, 0.250)  -0.9599
C (4.176, -1.992, 1.440)  0.7388
O (3.787, -2.228, 2.524)  -0.4423
Cl (5.164, -0.574, 1.120)  -0.1561
C (3.145, -1.200, -1.447)  0.1724
N (3.261, -0.560, -2.618)  -0.5513
C (2.366, 0.424, -2.595)  0.6357
C (2.236, 1.388, -3.718)  -0.8981
C (0.794, 1.736, -4.038)  0.2835
O (-0.067, 0.905, -4.075)  -0.5462
O (0.549, 3.025, -4.272)  -0.3011
N (1.686, 0.444, -1.450)  0.0843
C (0.672, 1.359, -0.948)  -1.0238
C (1.208, 2.284, 0.160)  1.0257
C (0.287, 3.349, 0.582)  -1.2011
O (0.688, 2.106, 1.408)  -0.4575
N (2.161, -0.619, -0.725)  0.5565
O (1.635, -0.889, 0.490)  -0.3326
C (0.504, -1.820, 0.389)  -0.2263
C (0.117, -2.259, 1.799)  0.2061
C (0.237, -3.765, 1.926)  -1.3157
O (-1.219, -1.855, 2.082)  -0.5867
H (3.182, -3.466, -4.304)  0.3223
H (4.184, -4.866, -4.616)  0.4020
H (4.906, -3.267, -4.590)  0.3538
H (3.620, -4.473, -2.089)  0.2397
H (5.278, -4.770, -2.532)  0.4731
H (5.013, -1.989, -2.768)  0.5980
H (2.756, -3.120, 0.489)  -0.2027
H (4.357, -3.764, 0.248)  0.8576
H (2.872, 2.253, -3.532)  0.4264
H (2.647, 0.890, -4.591)  0.4250
H (1.340, 3.550, -4.071)  0.1721
H (-0.164, 0.822, -0.513)  0.0655
H (0.366, 1.995, -1.763)  0.4274
H (2.268, 2.546, 0.100)  0.5247
H (-0.778, 3.213, 0.574)  0.2861
H (0.758, 4.146, 1.132)  0.3906
H (0.837, -2.669, -0.206)  0.4302
H (-0.311, -1.330, -0.137)  0.5014
H (0.763, -1.751, 2.509)  0.2958
H (-0.028, -4.096, 2.920)  0.4403
H (-0.412, -4.228, 1.182)  0.3033
H (1.246, -4.124, 1.735)  0.3532
H (-1.789, -2.205, 1.389)  0.3796
O (1.160, -6.004, 3.918)  -0.5733
C (1.430, -6.960, 3.249)  0.5764
O (1.315, -6.944, 1.895)  -0.3614
C (1.598, -8.255, 1.360)  -0.4808
C (2.442, -8.949, 2.422)  -0.5596
C (1.896, -8.323, 3.706)  -0.3635
H (0.647, -8.763, 1.188)  0.2646
H (2.111, -8.137, 0.409)  0.3220
H (2.364, -10.032, 2.385)  0.3401
H (3.492, -8.682, 2.296)  0.2657
H (1.029, -8.859, 4.096)  0.2184
H (2.643, -8.225, 4.488)  0.3585
O (2.544, 5.180, -4.832)  -0.6864
C (1.907, 6.140, -4.481)  0.5419
O (2.285, 6.903, -3.444)  -0.3464
C (1.293, 7.920, -3.178)  -0.3697
C (0.529, 8.075, -4.488)  -0.5004
C (0.608, 6.660, -5.064)  -0.3586
H (0.658, 7.570, -2.363)  0.2259
H (1.804, 8.825, -2.863)  0.3164
H (-0.482, 8.448, -4.349)  0.3341
H (1.057, 8.768, -5.144)  0.2701
H (-0.205, 6.022, -4.711)  0.2397
H (0.642, 6.634, -6.149)  0.3543
O (-0.636, -8.700, 5.667)  -0.6330
C (-0.626, -7.945, 6.597)  0.5851
O (0.085, -8.191, 7.716)  -0.3720
C (-0.161, -7.170, 8.702)  -0.4653
C (-0.650, -5.963, 7.909)  -0.4663
C (-1.371, -6.632, 6.738)  -0.2350
H (-0.913, -7.543, 9.400)  0.2685
H (0.762, -6.986, 9.244)  0.3268
H (-1.273, -5.292, 8.495)  0.3346
H (0.203, -5.396, 7.537)  0.2231
H (-2.414, -6.856, 6.967)  0.2846
H (-1.313, -6.065, 5.814)  0.1290
O (-1.829, 5.476, 0.477)  -0.5842
C (-2.912, 5.190, 0.904)  0.5042
O (-3.124, 4.029, 1.566)  -0.3324
C (-4.525, 3.883, 1.883)  -0.4199
C (-5.085, 5.300, 1.856)  -0.6326
C (-4.209, 5.964, 0.795)  0.1638
H (-4.980, 3.241, 1.127)  0.2593
H (-4.610, 3.400, 2.853)  0.3167
H (-6.149, 5.336, 1.639)  0.3534
H (-4.922, 5.780, 2.821)  0.2814
H (-4.612, 5.834, -0.208)  -0.2895
H (-4.040, 7.021, 0.978)  0.3812
O (-6.476, 7.717, -0.971)  -0.5506
C (-6.589, 7.450, -2.131)  0.5573
O (-6.898, 8.383, -3.056)  -0.3580
C (-7.080, 7.777, -4.348)  -0.4302
C (-6.314, 6.460, -4.281)  -0.5278
C (-6.461, 6.093, -2.804)  -0.2676
H (-8.149, 7.628, -4.509)  0.2577
H (-6.702, 8.458, -5.106)  0.3190
H (-6.694, 5.711, -4.971)  0.3360
H (-5.263, 6.632, -4.515)  0.2381
H (-7.373, 5.528, -2.609)  0.2825
H (-5.606, 5.550, -2.410)  0.1649

Values from the calculation:
HOMO-LUMO gap: 9.3854 eV
LUMO energy: -2.20 eV
HOMO energy: -11.582 eV
charge: +1

=====

[2]
Here is C35H53NOP3Re as an isolated structure at a distorted geometry from the OMol25 dataset. Energies are from the ωB97M-V functional and the def2-TZVPD basis.

Last column: Mulliken charge in e.
Cartesian coordinates (Å):
Re (-0.876, 0.415, -0.714)  2.9576
P (-2.473, 0.830, 1.067)  0.9514
P (0.363, 0.620, -2.723)  1.1620
N (-2.221, 1.510, -1.777)  -0.0617
C (-3.635, 1.986, 0.197)  -1.1252
H (-4.667, 1.825, 0.525)  0.3181
H (-3.357, 3.016, 0.452)  0.5629
C (-3.568, 1.829, -1.311)  -1.2138
H (-4.290, 1.062, -1.672)  0.3177
H (-3.863, 2.778, -1.799)  0.5835
C (-2.165, 1.702, -3.223)  -1.1568
H (-2.640, 2.678, -3.441)  0.5794
H (-2.796, 0.942, -3.738)  0.3640
C (-0.743, 1.695, -3.755)  -1.1583
H (-0.358, 2.723, -3.730)  0.6277
H (-0.750, 1.365, -4.800)  0.2525
C (0.391, -0.893, -3.841)  0.0976
C (0.992, -2.111, -3.153)  -0.3899
H (0.898, -2.991, -3.807)  0.6202
H (0.472, -2.344, -2.218)  -0.4426
H (2.058, -1.968, -2.936)  0.2303
C (1.970, 1.563, -2.885)  0.3211
C (3.201, 0.764, -2.451)  -1.3450
H (4.053, 1.457, -2.352)  0.5513
H (3.481, 0.012, -3.203)  0.2641
H (3.063, 0.263, -1.488)  0.2883
C (-1.988, 1.831, 2.569)  0.4312
C (-1.457, 0.941, 3.699)  -1.3803
H (-0.793, 1.549, 4.335)  0.4796
H (-0.878, 0.091, 3.321)  0.0647
H (-2.271, 0.567, 4.342)  0.3751
C (-3.699, -0.467, 1.651)  0.2600
C (-3.040, -1.711, 2.242)  -0.8678
H (-3.815, -2.444, 2.512)  0.5661
H (-2.463, -1.489, 3.147)  0.1852
H (-2.365, -2.194, 1.530)  -0.0741
C (-1.816, -1.176, -1.212)  -0.3339
O (-2.475, -2.089, -1.567)  -0.4353
C (2.260, 2.223, -4.240)  -1.5605
H (2.511, 1.479, -5.004)  0.3346
H (1.441, 2.849, -4.606)  0.3306
H (3.137, 2.871, -4.106)  0.4771
C (-3.017, 2.817, 3.140)  -1.4399
H (-2.489, 3.467, 3.849)  0.4902
H (-3.485, 3.459, 2.387)  0.2976
H (-3.805, 2.297, 3.699)  0.2830
C (-4.782, 0.045, 2.602)  -1.5293
H (-5.543, -0.741, 2.692)  0.4831
H (-4.384, 0.226, 3.607)  0.2835
H (-5.288, 0.947, 2.246)  0.3177
C (1.057, -0.697, -5.198)  -1.6346
H (2.146, -0.612, -5.102)  0.3211
H (0.854, -1.593, -5.802)  0.5089
H (0.671, 0.161, -5.755)  0.3316
H (-0.687, -1.088, -3.996)  0.4987
H (-4.174, -0.765, 0.695)  0.5123
H (1.803, 2.371, -2.149)  0.2764
H (-1.141, 2.408, 2.149)  0.3105
H (-0.691, 3.213, -0.282)  0.2275
H (-0.508, 2.458, -0.205)  -0.2051
C (4.993, -2.699, 0.072)  -0.7017
C (3.837, -3.247, -0.488)  -1.0886
C (2.621, -2.578, -0.367)  -1.0953
C (2.520, -1.328, 0.271)  0.9632
C (3.709, -0.767, 0.776)  -0.1397
C (4.926, -1.453, 0.695)  -0.7035
P (0.799, -0.583, 0.575)  0.9112
C (0.276, -2.187, 1.408)  2.0776
C (-0.338, -3.194, 0.637)  -1.0726
C (-0.622, -4.452, 1.174)  -0.8405
C (-0.276, -4.725, 2.496)  -0.9382
C (0.389, -3.758, 3.247)  -0.8920
C (0.717, -2.520, 2.691)  -0.8164
C (1.422, 0.855, 1.640)  1.5752
C (1.670, 0.743, 3.019)  -0.6655
C (2.398, 1.719, 3.698)  -1.1094
C (2.806, 2.881, 3.040)  -0.9010
C (2.481, 3.061, 1.694)  -0.9554
C (1.800, 2.054, 1.000)  -0.1574
H (5.938, -3.241, 0.014)  0.4754
H (3.873, -4.204, -1.013)  0.5226
H (1.727, -3.081, -0.733)  0.6971
H (3.705, 0.206, 1.265)  0.4448
H (5.822, -1.004, 1.127)  0.5107
H (-0.571, -3.030, -0.411)  0.2885
H (-1.100, -5.214, 0.559)  0.5232
H (-0.511, -5.696, 2.926)  0.4583
H (0.670, -3.970, 4.277)  0.5016
H (1.360, -1.841, 3.250)  0.3827
H (1.284, -0.101, 3.585)  0.3401
H (2.635, 1.574, 4.757)  0.5080
H (3.362, 3.647, 3.574)  0.4592
H (2.753, 3.987, 1.181)  0.4966
H (1.557, 2.214, -0.054)  -0.4009

Values from the calculation:
HOMO-LUMO gap (spin up / spin down): 8.1298 / 4.6375 eV
spin multiplicity: 4
LUMO energy (spin up / spin down): -8.90 / -12.63 eV
HOMO energy (spin up / spin down): -17.026 / -17.266 eV
charge: +3
relative energy (zero: lowest compared OMol25 entry of this formula, charge and spin): 0.000 eV
expectation value of S²: 3.792